(1)
{"formula": "C18H41GaN2P3S2", "method": "ωB97M-V/def2-TZVPD", "gap_ev": [3.082, 2.702], "spin_multiplicity": 1, "lumo_energy_ev": [-8.835, -9.559], "total_charge": 3, "homo_energy_ha": [-0.43795, -0.45057], "symbols": ["H", "H", "H", "C", "H", "H", "H", "H", "H", "H", "S", "H", "H", "H", "H", "H", "H", "H", "C", "H", "H", "H", "H", "C", "C", "C", "H", "C", "C", "N", "C", "C", "C", "H", "C", "P", "H", "H", "C", "H", "C", "H", "H", "Ga", "H", "H", "C", "S", "C", "C", "H", "H", "H", "H", "H", "H", "H", "P", "H", "H", "H", "C", "N", "H", "C", "P", "H"], "coordinates": [[-3.329, -3.790, 0.009], [-4.070, 1.668, -1.550], [3.054, 1.844, 4.424], [-0.947, -1.109, -3.727], [-2.426, -5.902, 1.447], [-0.710, 4.311, 3.419], [-0.420, 2.975, -2.308], [-0.161, -1.617, -4.314], [3.057, -3.132, -0.874], [-1.519, 1.505, 1.003], [1.454, 2.970, 1.263], [2.907, 5.153, 2.676], [3.577, -0.225, -1.053], [-3.813, -5.374, -0.635], [1.481, -2.762, 1.046], [-0.632, 3.171, -0.545], [-3.179, 1.033, 0.521], [-0.549, -4.289, -2.915], [2.704, -0.131, -0.393], [-0.613, 1.423, 3.149], [0.763, 5.329, 3.360], [-0.173, -2.629, 0.386], [3.008, -0.318, 0.646], [-0.338, -5.685, -1.259], [-2.926, -4.771, -0.370], [-0.859, -6.095, -0.011], [0.317, 4.481, 4.883], [-2.228, -4.220, -1.577], [0.323, 4.415, 3.784], [2.278, 4.747, -0.469], [-2.031, -5.592, 0.485], [-0.995, -4.684, -2.006], [2.891, 2.870, 4.062], [-3.686, 0.173, -2.447], [2.254, 4.476, 0.835], [1.435, -1.332, -0.912], [-1.746, -3.101, -3.859], [-1.354, -0.323, -4.390], [-1.133, 2.879, -1.478], [2.731, 5.575, -0.843], [-2.051, -2.118, -3.460], [-2.964, -1.806, -3.999], [3.275, 6.167, 1.313], [-0.068, -0.244, -2.347], [2.941, 3.564, 4.914], [3.674, 3.110, 3.326], [-2.109, 0.845, 0.354], [-3.172, -2.855, -1.900], [2.397, -2.698, -1.641], [0.745, -2.066, 0.613], [-0.297, -6.855, 0.542], [1.862, 4.106, -1.137], [0.106, 1.464, 4.791], [0.516, -1.281, 1.348], [0.583, -6.118, -1.632], [-1.894, -0.201, 0.607], [3.009, -2.310, -2.466], [-1.715, 1.157, -1.396], [-3.280, 1.765, -3.149], [2.311, 0.892, -0.464], [-1.987, 3.543, -1.667], [-3.341, 1.188, -2.218], [2.820, 5.338, 1.678], [0.937, 0.571, 3.476], [0.330, 1.459, 3.714], [1.250, 2.949, 3.357], [1.729, -3.481, -2.022]]}

(2)
{"formula": "C26H36N4O2", "method": "ωB97M-V/def2-TZVPD", "gap_ev": 9.011, "smiles": "CCN(CC)[C@H]1CCN(C(=O)c2ccc(OC3CCN(Cc4ccccn4)CC3)cc2)C1", "spin_multiplicity": 1, "lumo_energy_ev": 0.770, "homo_energy_ha": -0.30285, "symbols": ["H", "C", "C", "N", "C", "H", "C", "H", "H", "C", "H", "H", "C", "H", "H", "H", "C", "O", "H", "C", "C", "C", "C", "H", "H", "N", "C", "H", "H", "O", "H", "C", "C", "C", "H", "H", "C", "H", "H", "C", "C", "H", "C", "C", "H", "H", "H", "H", "H", "H", "H", "C", "C", "C", "H", "N", "H", "H", "C", "H", "H", "H", "H", "H", "N", "C", "C", "H"], "coordinates": [[-0.168, 2.380, -2.895], [1.877, 0.014, -4.384], [4.489, 0.384, -8.035], [0.174, 0.036, 3.989], [0.080, 0.488, -1.074], [1.679, -0.830, -3.699], [-0.748, 1.152, -4.569], [-2.355, 1.479, 4.719], [-0.123, -1.520, 1.647], [0.682, 1.594, -0.479], [-0.906, -0.273, -6.172], [5.504, -2.790, -7.519], [5.342, -0.710, -8.058], [2.524, 1.051, -7.448], [-1.506, -1.193, 3.751], [2.933, -0.014, -4.660], [4.881, -1.905, -7.530], [2.196, 0.856, 3.436], [-3.476, -2.764, 4.528], [2.860, -1.011, -6.987], [0.450, 0.073, 5.410], [-2.716, -1.540, 6.136], [0.676, 0.472, 1.660], [0.559, -0.952, 5.785], [-3.105, 1.984, 7.173], [3.677, -2.054, -7.005], [-3.587, -2.679, 5.606], [-1.002, 0.364, 7.008], [-4.637, -2.500, 5.824], [-0.280, 0.382, -2.377], [-0.581, 1.832, 6.123], [3.225, 0.233, -7.495], [1.569, 1.324, -3.667], [0.081, 1.391, -3.307], [-2.844, -1.471, 7.227], [-0.660, -1.486, -0.759], [-3.848, 1.211, 7.346], [-4.510, 1.143, 5.297], [-3.480, 0.543, 8.122], [0.085, -0.637, 1.062], [1.493, -1.229, -6.399], [0.927, 2.474, -1.053], [-0.768, 0.763, 6.024], [-1.244, -0.130, 3.787], [-1.805, 1.102, -4.306], [-0.554, -0.994, -4.581], [-4.759, 1.681, 7.707], [1.806, 2.163, -4.323], [4.806, 1.337, -8.435], [-4.943, -0.281, 6.243], [1.466, 2.423, 1.327], [-4.145, 0.440, 6.053], [-0.207, -0.629, -0.284], [1.085, 0.487, 3.094], [0.779, -1.335, -7.223], [-3.036, -0.288, 5.475], [-0.591, 1.988, -5.251], [1.499, -2.175, -5.833], [-1.929, 0.518, 5.020], [-1.563, 0.334, 2.854], [1.386, 0.607, 5.575], [6.335, -0.636, -8.472], [-1.670, -1.785, 5.944], [-3.295, -3.619, 6.068], [1.080, -0.094, -5.593], [-0.330, -0.147, -5.252], [0.983, 1.572, 0.870], [2.183, 1.395, -2.768]]}

(3)
{"formula": "C8H16", "method": "ωB97M-V/def2-TZVPD", "gap_ev": 10.437, "spin_multiplicity": 1, "lumo_energy_ev": 1.017, "homo_energy_ha": -0.34618, "symbols": ["H", "C", "H", "C", "C", "H", "H", "H", "H", "C", "H", "H", "H", "H", "H", "H", "C", "H", "C", "H", "C", "H", "C", "H"], "coordinates": [[0.475, -0.296, -1.943], [-0.918, -1.242, 0.696], [-0.576, 1.469, 0.058], [-1.059, -1.216, -0.813], [-1.365, 0.131, -1.284], [0.008, -1.461, -1.137], [-0.297, 1.380, -2.564], [0.411, 1.272, 2.011], [-2.106, -0.013, -2.203], [-0.115, 0.716, -1.792], [-0.018, -1.269, 2.737], [2.513, 1.650, 0.441], [-1.812, -0.937, 1.432], [2.011, 0.210, -0.414], [-2.064, 0.801, -0.633], [2.042, 0.613, 2.095], [1.587, 0.938, 0.191], [-0.832, -2.587, 0.857], [0.372, 1.590, -0.468], [0.662, 2.687, -0.752], [1.019, 0.380, 1.562], [1.414, -1.896, 1.469], [0.430, -0.993, 1.552], [-1.783, -1.926, -1.097]]}

Which molecular weight belongs to each record? In order, 512.32 436.60 112.22 g/mol.
Which energy relative to the best compared isomer or geometry (same formula, charge and spin) belongs to each record? In order, 223.1 316.4 515.3 kJ/mol.
Which calculated total energy belongs to each record? In order, -4564.08375 -1381.84686 -314.19828 hartree.